Record 1
{"formula": "C16H41O19S5V", "method": "the ωB97M-V functional and the def2-TZVPD basis", "multiplicity": 2, "gap_ev": [8.5, 9.1], "e_lumo_ev": [-3.32, -2.76], "charge": 1, "homo_ha": [-0.434, -0.436], "symbols": ["O", "V", "O", "C", "O", "O", "H", "O", "S", "O", "O", "C", "C", "C", "H", "H", "H", "H", "H", "H", "H", "H", "O", "S", "O", "O", "C", "C", "C", "H", "H", "H", "H", "H", "H", "H", "H", "O", "S", "O", "O", "C", "C", "C", "H", "H", "H", "H", "H", "H", "H", "H", "O", "S", "O", "O", "C", "C", "C", "H", "H", "H", "H", "H", "H", "H", "H", "O", "S", "O", "O", "C", "C", "C", "H", "H", "H", "H", "H", "H", "H", "H"], "positions_angstrom": [[14.382, 10.501, -26.436], [15.444, 9.996, -27.493], [17.306, 8.405, -30.798], [16.881, 8.951, -29.641], [17.006, 10.107, -29.263], [16.259, 8.310, -28.782], [16.808, 7.588, -30.880], [11.530, 10.163, -29.939], [12.595, 9.170, -29.752], [13.653, 9.490, -28.749], [11.888, 7.704, -29.418], [10.771, 7.214, -30.160], [10.072, 6.151, -29.323], [13.385, 8.748, -31.298], [11.241, 6.932, -31.103], [9.946, 7.878, -30.414], [9.191, 5.768, -29.837], [9.709, 6.473, -28.347], [10.829, 5.391, -29.125], [14.141, 9.520, -31.441], [12.737, 8.820, -32.172], [13.879, 7.776, -31.313], [17.235, 9.427, -26.237], [18.466, 8.634, -26.004], [19.339, 8.252, -27.089], [19.432, 9.407, -24.888], [18.779, 10.190, -23.956], [19.150, 10.027, -22.519], [18.191, 7.155, -25.003], [17.694, 10.081, -23.978], [19.128, 11.209, -24.120], [19.024, 8.998, -22.182], [18.588, 10.715, -21.886], [20.202, 10.238, -22.329], [18.978, 7.005, -24.264], [18.092, 6.314, -25.690], [17.215, 7.297, -24.540], [13.814, 12.057, -31.150], [14.126, 12.644, -29.826], [14.710, 11.811, -28.776], [15.035, 14.044, -29.975], [14.692, 15.039, -30.941], [14.428, 16.310, -30.184], [12.582, 13.449, -29.148], [13.797, 14.720, -31.474], [15.522, 15.171, -31.635], [15.246, 16.557, -29.507], [13.505, 16.216, -29.613], [14.385, 17.113, -30.920], [12.452, 14.281, -29.839], [12.745, 13.780, -28.122], [11.774, 12.717, -29.159], [13.561, 6.533, -24.612], [14.336, 6.690, -25.840], [14.657, 7.980, -26.473], [15.711, 5.795, -25.805], [15.655, 4.628, -25.002], [16.636, 3.706, -25.661], [13.536, 5.732, -27.251], [14.661, 4.181, -25.020], [15.907, 4.867, -23.969], [17.597, 4.168, -25.889], [16.332, 3.360, -26.649], [16.751, 2.847, -24.999], [12.905, 6.444, -27.784], [12.884, 4.973, -26.818], [14.331, 5.397, -27.917], [16.726, 11.891, -27.012], [17.517, 13.168, -26.951], [18.360, 13.416, -25.787], [18.572, 13.230, -28.225], [18.034, 12.957, -29.534], [18.383, 14.143, -30.378], [16.328, 14.668, -27.149], [16.961, 12.766, -29.529], [18.532, 12.023, -29.793], [19.439, 14.399, -30.286], [17.944, 15.062, -29.988], [18.103, 13.906, -31.404], [16.846, 15.431, -27.729], [16.084, 15.141, -26.198], [15.474, 14.269, -27.697]], "atomic_forces_ev_per_a": [[1.954, -0.402, -1.333], [-0.283, -0.568, 0.875], [-0.201, 1.058, 0.619], [-0.531, 0.052, 1.308], [1.610, 4.235, -1.648], [-2.362, -4.259, 1.052], [0.146, -0.469, 0.027], [2.038, -1.756, 0.373], [-0.947, 0.379, 0.448], [-2.668, -1.690, -2.219], [1.525, 2.512, 1.479], [-1.207, 0.042, -0.574], [1.068, -0.578, -0.085], [0.659, 0.676, -0.394], [-0.582, -0.865, -0.102], [0.683, 1.160, 0.197], [0.315, -0.222, -0.231], [0.214, 0.628, -0.140], [-0.433, -0.554, -0.012], [0.077, 0.077, 0.084], [-0.481, 0.035, 0.440], [-0.203, 0.012, 0.590], [1.481, -1.267, 0.398], [1.700, -0.025, 0.498], [-1.262, 0.916, 0.994], [-0.669, -1.887, -2.662], [-0.808, 2.699, 1.747], [1.212, -1.396, 0.804], [-1.160, 0.288, -0.456], [-0.005, 0.290, -0.609], [-0.849, 0.303, -0.764], [-0.339, -0.054, 0.274], [-0.220, -0.127, -0.208], [0.106, 0.142, -0.181], [0.038, 0.311, -0.364], [0.193, 0.212, 0.028], [0.174, -0.049, 0.269], [1.087, 1.315, 2.789], [-1.665, 0.450, -0.863], [-0.172, 2.039, -1.876], [-0.202, -3.058, 0.869], [-0.416, 0.315, -0.204], [0.122, 0.244, -0.195], [1.204, -0.777, -0.561], [0.137, 0.009, -0.320], [-0.019, -0.341, 0.013], [0.024, -0.130, 0.010], [0.017, 0.335, -0.031], [-0.357, 0.163, 0.164], [-0.454, -0.134, 0.208], [0.329, 0.013, -0.172], [0.123, 0.021, -0.323], [1.677, 0.754, -1.761], [-1.006, -1.015, -2.490], [0.087, -1.954, 1.800], [-1.528, 2.533, 0.127], [0.189, -0.773, -0.103], [0.419, -0.728, -0.029], [-0.126, 1.165, 1.213], [-0.096, 0.100, 0.072], [0.055, 0.024, -0.026], [0.114, 0.086, 0.616], [-0.552, -0.069, 0.143], [0.342, -0.132, -0.212], [0.101, 0.078, 0.150], [0.390, -0.222, -0.092], [-0.076, -0.134, 0.319], [1.650, 3.117, -0.011], [0.434, -0.506, 0.501], [-1.405, -0.558, -1.699], [-2.138, 0.153, 2.719], [0.361, -0.377, -0.126], [0.402, 0.134, 0.026], [0.976, -1.210, -0.491], [0.224, -0.016, 0.285], [-0.182, 0.175, -0.513], [0.222, -0.518, -0.386], [-0.720, -0.085, -0.254], [0.082, 0.480, -0.097], [0.156, -0.319, -0.182], [0.103, -0.737, 0.219], [0.104, 0.227, 0.253]], "mulliken_spin": [-0.28, 1.21, 0.00, 0.00, 0.00, 0.00, 0.00, 0.00, 0.00, 0.00, 0.00, 0.00, 0.00, 0.00, 0.00, 0.00, 0.00, 0.00, 0.00, 0.00, 0.00, 0.00, 0.01, 0.00, 0.00, 0.00, 0.00, 0.00, 0.00, 0.00, 0.00, 0.00, 0.00, 0.00, 0.00, 0.00, 0.00, 0.00, 0.01, 0.02, 0.00, 0.00, 0.00, 0.00, 0.00, 0.00, 0.00, 0.00, 0.00, 0.00, 0.00, 0.00, 0.00, 0.00, 0.02, 0.00, 0.00, 0.00, 0.00, 0.00, 0.00, 0.00, 0.00, 0.00, 0.00, 0.00, 0.00, 0.01, 0.00, 0.00, 0.00, 0.00, 0.00, 0.00, 0.00, 0.00, 0.00, 0.00, 0.00, 0.00, 0.00, 0.00]}

Record 2
{"formula": "C16H42AlN3O9", "method": "the ωB97M-V functional and the def2-TZVPD basis", "gap_ev": 1.6, "e_lumo_ev": -10.78, "charge": 2, "homo_ha": -0.456, "symbols": ["Al", "N", "O", "O", "O", "C", "C", "O", "H", "H", "H", "H", "H", "H", "C", "C", "O", "H", "H", "H", "H", "H", "H", "C", "O", "C", "C", "N", "C", "C", "O", "C", "H", "H", "H", "H", "H", "H", "H", "H", "H", "H", "H", "H", "H", "H", "H", "C", "O", "C", "C", "N", "C", "C", "O", "C", "H", "H", "H", "H", "H", "H", "H", "H", "H", "H", "H", "H", "H", "H", "H"], "positions_angstrom": [[-18.027, 0.399, -15.682], [-24.620, 1.760, -15.637], [-23.406, 1.702, -15.345], [-25.100, 2.559, -16.402], [-25.319, 0.823, -15.347], [-25.764, -1.334, -7.845], [-25.542, -0.754, -9.245], [-26.386, -1.343, -10.228], [-25.451, -2.375, -7.768], [-26.780, -1.255, -7.456], [-25.035, -0.907, -7.157], [-24.547, -0.964, -9.636], [-25.752, 0.315, -9.295], [-26.038, -1.013, -11.060], [-30.405, -2.242, -16.942], [-30.620, -1.209, -15.956], [-30.130, -0.024, -16.640], [-31.200, -2.352, -17.679], [-30.152, -3.164, -16.419], [-29.529, -2.110, -17.577], [-30.053, -1.420, -15.049], [-31.661, -1.116, -15.647], [-29.179, -0.080, -16.520], [-27.040, 8.173, -20.518], [-27.308, 8.053, -19.132], [-26.992, 9.267, -18.446], [-26.205, 8.632, -17.176], [-27.214, 8.346, -16.140], [-26.539, 7.844, -14.846], [-27.642, 7.240, -13.905], [-28.426, 6.192, -14.495], [-29.174, 5.449, -13.561], [-27.426, 7.286, -21.022], [-25.994, 8.357, -20.765], [-27.604, 9.042, -20.857], [-27.813, 9.962, -18.268], [-26.234, 9.873, -18.942], [-25.597, 9.423, -16.738], [-25.534, 7.776, -17.245], [-27.559, 9.260, -15.883], [-26.006, 8.732, -14.507], [-25.779, 7.069, -14.949], [-28.233, 8.079, -13.539], [-27.143, 6.815, -13.035], [-29.721, 6.072, -12.854], [-28.541, 4.746, -13.020], [-29.913, 4.791, -14.017], [-33.655, 5.727, -16.035], [-33.396, 4.690, -17.047], [-34.471, 3.870, -17.417], [-34.091, 2.911, -18.638], [-33.323, 3.662, -19.641], [-33.082, 2.880, -20.896], [-31.624, 2.243, -20.939], [-30.633, 3.224, -20.621], [-29.389, 2.797, -20.921], [-34.244, 6.557, -16.425], [-32.749, 6.189, -15.644], [-34.167, 5.252, -15.198], [-35.420, 4.386, -17.565], [-34.684, 3.349, -16.483], [-35.101, 2.682, -18.979], [-33.542, 2.018, -18.339], [-33.691, 4.527, -20.011], [-33.329, 3.323, -21.860], [-33.860, 2.118, -20.854], [-31.487, 1.741, -21.897], [-31.563, 1.441, -20.203], [-29.264, 2.546, -21.974], [-29.139, 1.931, -20.307], [-28.743, 3.617, -20.606]], "atomic_forces_ev_per_a": [[-0.010, -0.019, 0.010], [2.169, -1.626, -1.146], [-0.828, 1.004, 0.137], [-0.031, 2.216, -0.510], [-1.318, -1.534, 1.493], [0.811, -0.323, -0.268], [-0.245, -0.294, -0.134], [-0.585, -0.420, -0.015], [-0.377, -0.288, -0.551], [0.098, 0.252, -0.174], [-0.291, 0.670, 0.094], [0.537, 0.312, 0.738], [0.319, 0.256, 0.501], [-0.269, -0.160, -0.198], [0.434, -2.989, -1.248], [0.581, 1.542, -0.039], [-0.626, 0.800, 1.219], [-0.272, -0.248, 0.338], [-0.661, -0.588, -0.283], [0.264, 0.549, 0.279], [0.137, 0.279, 0.114], [0.021, 0.422, -0.250], [0.108, 0.252, -0.157], [-0.955, 0.325, -0.245], [0.088, 1.098, -0.210], [2.673, -2.466, 0.835], [-2.457, 1.390, 0.933], [2.671, -0.649, 1.020], [-2.114, -1.009, -0.928], [0.663, 0.285, 0.134], [0.601, 1.038, -0.599], [-0.177, -0.397, 0.536], [0.211, 0.013, 0.112], [0.231, -0.228, 0.242], [-0.038, 0.045, -0.476], [-0.376, -0.544, 0.592], [0.040, -0.193, -0.602], [0.435, 0.557, -0.148], [-0.394, -0.040, -1.080], [-0.941, 0.049, 0.006], [-0.261, -0.051, 0.960], [-0.135, -0.010, -0.984], [-0.599, -0.116, -0.035], [0.204, 0.077, 0.215], [0.140, 0.230, 0.104], [0.363, 0.159, 0.325], [0.111, 0.382, -0.724], [-0.371, -1.084, -0.632], [1.019, 1.870, 0.049], [0.532, -0.649, 0.853], [-0.314, 2.602, 1.636], [-0.372, -1.147, -2.341], [0.844, -1.005, 1.163], [-1.074, 0.516, 0.721], [-3.508, 0.017, -0.458], [1.961, -0.084, 0.393], [-0.325, -0.231, -0.246], [0.373, -0.606, -0.454], [-0.198, 0.092, 0.109], [0.121, 0.575, -0.791], [-0.274, -1.121, -0.200], [0.021, -0.646, -0.610], [0.007, 0.149, -0.042], [-0.223, 0.632, 1.146], [0.425, 1.161, 0.399], [0.481, -0.868, -0.048], [0.311, 0.358, -0.336], [-0.110, -0.033, 0.382], [0.135, 0.022, -0.221], [0.237, -0.384, -0.034], [0.353, -0.144, -0.369]], "lowdin_charge": [1.00, -0.62, 0.09, 0.16, 0.16, -0.08, -0.32, -0.10, 0.07, 0.08, 0.07, 0.10, 0.10, 0.07, -0.12, -0.31, -0.10, 0.08, 0.08, 0.08, 0.11, 0.12, 0.07, -0.09, -0.17, -0.14, -0.14, 0.03, -0.12, -0.19, -0.16, -0.10, 0.09, 0.10, 0.09, 0.13, 0.11, 0.12, 0.13, 0.12, 0.12, 0.12, 0.12, 0.12, 0.09, 0.09, 0.09, -0.05, -0.19, -0.21, -0.12, 0.05, -0.12, -0.16, -0.14, -0.13, 0.09, 0.08, 0.09, 0.12, 0.12, 0.12, 0.13, 0.14, 0.13, 0.12, 0.12, 0.12, 0.10, 0.10, 0.10]}

Record 3
{"formula": "C16H42BO23", "method": "the ωB97M-V functional and the def2-TZVPD basis", "gap_ev": 9.6, "e_lumo_ev": 2.02, "relative_energy_kcal_mol": 0.0, "charge": -1, "homo_ha": -0.278, "symbols": ["O", "C", "O", "B", "O", "C", "O", "O", "C", "O", "C", "O", "O", "O", "H", "H", "O", "H", "H", "O", "H", "H", "C", "C", "O", "O", "H", "H", "H", "H", "H", "H", "C", "C", "O", "O", "H", "H", "H", "H", "H", "H", "C", "C", "O", "O", "H", "H", "H", "H", "H", "H", "C", "C", "O", "O", "H", "H", "H", "H", "H", "H", "C", "C", "O", "O", "H", "H", "H", "H", "H", "H", "C", "C", "O", "O", "H", "H", "H", "H", "H", "H"], "positions_angstrom": [[-2.579, -1.127, -2.246], [-1.372, -0.828, -2.104], [-0.341, -1.667, -2.143], [0.893, -0.991, -1.695], [0.469, 0.384, -1.354], [-0.834, 0.577, -1.685], [-1.557, 1.506, -1.413], [1.977, -1.121, -2.672], [3.109, -1.668, -2.133], [4.140, -1.923, -2.708], [2.800, -2.011, -0.627], [1.466, -1.635, -0.523], [3.573, -2.375, 0.266], [-4.149, -2.335, -4.249], [-3.318, -2.444, -4.712], [-3.913, -2.372, -3.322], [6.288, -3.996, -0.787], [5.333, -3.958, -0.831], [6.578, -3.149, -1.126], [6.817, -1.508, -2.000], [6.197, -1.530, -2.729], [6.860, -0.585, -1.750], [-1.379, -3.576, 1.070], [-0.070, -3.693, 1.914], [0.147, -2.646, 2.862], [-2.440, -4.039, 1.866], [-1.326, -4.298, 0.255], [-1.542, -2.596, 0.621], [0.570, -3.563, 1.042], [0.010, -4.653, 2.425], [1.054, -2.597, 3.174], [-2.602, -3.469, 2.621], [-4.923, 2.310, -4.593], [-4.559, 1.172, -3.582], [-5.093, 1.231, -2.227], [-6.049, 2.050, -5.323], [-4.156, 2.436, -5.357], [-5.153, 3.264, -4.117], [-3.481, 1.302, -3.492], [-4.517, 0.192, -4.058], [-4.840, 0.376, -1.872], [-6.811, 2.049, -4.740], [1.348, 1.142, 1.954], [2.912, 0.953, 1.785], [3.660, 1.565, 2.817], [0.890, 2.540, 1.692], [0.911, 0.549, 2.756], [0.957, 0.526, 1.144], [3.041, 1.447, 0.822], [3.158, -0.109, 1.782], [4.587, 1.568, 2.567], [-0.059, 2.418, 1.611], [-2.369, 1.854, 3.099], [-1.964, 0.559, 2.227], [-3.167, -0.177, 1.901], [-2.893, 2.781, 2.131], [-1.515, 2.185, 3.690], [-3.240, 1.662, 3.726], [-1.467, -0.060, 2.974], [-1.374, 0.800, 1.343], [-3.766, 0.338, 1.356], [-3.556, 2.343, 1.593], [-3.020, 5.272, -2.757], [-2.570, 4.997, -1.243], [-1.205, 4.665, -1.103], [-2.443, 6.472, -3.238], [-4.104, 5.233, -2.863], [-2.799, 4.402, -3.375], [-3.143, 4.117, -0.953], [-2.792, 5.955, -0.772], [-1.141, 3.729, -0.897], [-1.490, 6.433, -3.127], [5.235, -2.982, 3.987], [4.627, -1.766, 4.560], [3.221, -1.616, 4.285], [6.039, -2.763, 2.876], [4.492, -3.771, 3.867], [5.779, -3.481, 4.788], [5.050, -0.785, 4.347], [4.690, -1.751, 5.648], [2.819, -0.979, 4.879], [5.382, -2.763, 2.176]], "atomic_forces_ev_per_a": [[3.728, 0.991, 0.391], [-2.501, -1.167, -0.362], [-0.945, 0.478, -0.145], [0.657, -0.411, 0.145], [-1.237, 0.790, -0.968], [0.035, -0.827, 1.651], [1.158, -0.305, -0.550], [1.865, -0.263, -0.014], [-0.590, -0.294, -0.624], [-1.250, 0.521, 0.378], [-0.686, 1.110, 1.141], [2.123, -1.288, 1.876], [-2.555, 0.756, -2.669], [-0.534, -0.161, -0.408], [0.211, 0.006, -0.022], [0.284, 0.131, 0.303], [0.110, -0.760, 0.240], [-0.221, 0.144, 0.034], [0.071, 0.539, -0.140], [0.579, 0.114, -0.012], [-0.436, -0.162, -0.149], [0.038, 0.156, 0.177], [0.551, -0.735, 2.139], [0.105, 1.162, -1.801], [-1.176, 0.230, -0.201], [-1.437, -0.204, -0.034], [0.278, 0.008, -0.027], [0.088, 0.269, 0.278], [1.332, -0.370, 0.484], [-0.109, -0.174, -0.434], [0.287, -0.291, -0.276], [0.201, 0.301, -0.108], [-0.091, -0.550, 1.661], [2.213, 1.336, -0.270], [-0.364, -0.012, -1.695], [-2.269, -0.818, -1.572], [0.456, -0.087, 0.479], [0.970, 0.209, 0.648], [0.420, 0.336, 0.429], [-1.248, -0.217, 0.057], [0.059, -0.108, 0.266], [-0.058, -0.079, 0.001], [1.026, -0.226, -1.501], [-2.114, 0.764, 0.333], [-0.099, 0.403, 0.365], [0.887, -2.232, 1.152], [0.094, 1.023, 1.132], [0.177, 0.096, -0.580], [0.671, -0.131, -0.200], [-0.335, -0.129, -0.396], [0.010, -0.033, -0.074], [-0.266, 0.439, -0.153], [-0.825, -1.623, -2.821], [-1.862, 0.583, 2.725], [0.751, 0.051, 0.080], [0.964, 1.281, 0.425], [-0.108, 0.707, -0.444], [0.468, -0.744, 0.544], [0.435, -0.464, -0.658], [0.036, 0.055, 0.133], [0.157, 0.102, -0.237], [0.004, -0.092, 0.134], [1.080, -1.063, 1.324], [-0.765, -0.374, -2.417], [0.118, 0.692, -0.232], [-0.713, 0.072, -0.282], [-0.190, 1.067, 0.436], [0.872, -0.152, -0.154], [-0.494, 0.426, 0.597], [-0.026, -0.336, 0.688], [0.041, -0.204, -0.131], [0.088, -0.283, 0.127], [0.229, -1.060, 1.258], [-1.692, 2.246, 1.914], [-0.468, -0.866, -0.814], [-0.316, -0.228, -0.401], [-0.631, 0.248, -0.692], [0.913, 0.377, -0.036], [0.840, -0.347, -0.869], [0.238, -0.616, 0.351], [0.279, 0.130, -0.001], [0.418, 0.140, -0.921]], "lowdin_charge": [0.08, -0.30, 0.23, -0.92, 0.21, -0.32, 0.14, 0.22, -0.30, 0.13, -0.26, 0.18, 0.11, -0.06, 0.03, 0.00, -0.07, 0.00, -0.03, -0.04, 0.02, 0.05, -0.23, -0.22, -0.07, -0.08, 0.12, 0.11, 0.09, 0.12, 0.06, 0.08, -0.26, -0.20, -0.08, -0.07, 0.12, 0.11, 0.08, 0.10, 0.06, 0.09, -0.18, -0.22, -0.07, -0.06, 0.10, 0.08, 0.12, 0.10, 0.08, 0.03, -0.18, -0.19, -0.07, -0.09, 0.11, 0.11, 0.11, 0.09, 0.07, 0.07, -0.24, -0.22, -0.07, -0.07, 0.10, 0.10, 0.11, 0.11, 0.05, 0.08, -0.28, -0.23, -0.09, -0.03, 0.13, 0.12, 0.12, 0.11, 0.08, 0.07]}